DFT (ωB97M-V/def2-TZVPD) results for the ion C13H24Br2FN2O4 with charge +1.

XYZ file:
```
46
Properties=species:S:1:pos:R:3:forces:R:3:nbo_charge:R:1
C 3.523 1.926 -0.475 0.607 0.199 0.140 -0.6705
C 2.390 2.798 0.392 2.395 -0.382 1.504 -0.2854
Br 1.259 3.961 -0.794 0.344 -0.912 0.773 -0.0119
C 1.548 1.886 1.463 1.626 -0.601 -1.503 -0.2956
Br 0.783 3.039 2.961 0.377 -1.141 -1.516 0.0696
C 0.454 0.861 0.808 0.661 -2.255 2.475 0.2221
O 0.900 -0.232 -0.084 -0.680 1.316 0.495 -0.5369
C -0.260 -0.910 -0.683 -1.145 0.012 -2.121 0.2869
C -0.174 -0.766 -2.337 0.693 0.679 -0.978 -0.4835
C 0.933 0.335 -2.848 -0.464 -0.243 -1.750 0.0242
F 2.304 -0.266 -3.033 -3.254 1.449 0.947 -0.3821
C -0.384 -2.534 -0.505 0.247 -0.606 0.983 -0.4547
C -0.195 -3.086 1.027 -0.009 -1.197 0.122 -0.4588
C 1.335 -2.921 1.630 -0.696 0.629 0.182 -0.0713
O 2.384 -2.890 0.560 -1.825 -1.878 0.842 -0.7258
C -1.513 0.060 -0.194 -1.998 -1.273 -1.398 -0.0709
C -2.574 -0.500 0.923 0.111 -0.015 0.343 -0.5455
C -4.091 0.110 0.811 -5.339 1.080 5.760 0.7500
O -4.842 0.126 1.948 5.199 -0.146 -7.373 -0.5488
O -4.738 0.651 -0.394 1.897 -0.054 2.758 -0.7277
N -0.768 1.381 0.092 -0.673 -1.824 -1.282 -0.2769
N -1.646 2.247 0.723 -1.691 2.804 0.567 -0.6300
H 3.751 2.457 -1.517 -0.796 -1.337 2.280 0.2580
H 4.566 1.949 0.106 -2.443 0.071 -1.023 0.2459
H 3.245 0.795 -0.583 0.285 2.283 -0.098 0.2563
H 3.045 3.552 1.047 -1.826 -1.486 -1.510 0.2672
H 2.356 1.201 2.015 -1.899 1.424 -1.330 0.2928
H 0.105 0.238 1.764 -0.067 1.874 -1.835 0.2319
H 0.086 -1.789 -2.875 -0.448 2.166 1.347 0.2658
H -1.215 -0.426 -2.808 2.181 -0.680 1.164 0.2292
H 0.589 0.660 -3.944 0.985 -0.782 2.368 0.2029
H 0.960 1.325 -2.214 0.509 -2.148 -1.024 0.1696
H 0.436 -3.096 -1.166 -1.715 1.689 1.448 0.2595
H -1.427 -2.906 -0.952 2.139 1.095 1.038 0.2489
H -0.425 -4.256 1.012 0.361 2.529 -0.103 0.2330
H -0.959 -2.627 1.801 1.560 -0.815 -1.589 0.2097
H 1.330 -1.886 2.225 0.567 -2.169 -1.551 0.1691
H 1.531 -3.759 2.428 -0.312 1.548 -1.670 0.2027
H 2.379 -3.797 0.087 -0.015 2.060 1.339 0.4744
H -2.226 0.411 -1.068 1.551 -1.211 1.361 0.2468
H -2.196 -0.280 2.030 -1.155 -0.376 -2.418 0.2951
H -2.686 -1.685 0.837 0.331 2.708 -0.089 0.3001
H -5.435 1.344 -0.115 1.351 -1.908 -0.033 0.5304
H -0.700 1.771 -0.873 1.778 -0.557 0.683 0.4527
H -2.487 2.299 0.085 0.915 -0.147 1.013 0.3752
H -1.250 3.231 0.686 -0.219 -1.473 0.259 0.4065
```
Forces are in eV/Å.

As for the calculated total energy: -6167.552449 Ha. As for the charge: +1. The calculation puts the orbital gap at 10.15 eV. Its structure (SMILES) is C[C@@H](Br)[C@@H](Br)[C@@H]1O[C@@](CCF)(CCCO)[C@@H](CC(=O)O)[N@H+]1N. Its highest occupied orbital energy is -0.48749 hartree.

***

DFT (ωB97M-V/def2-TZVPD) results for a cluster of 7 separate species, C13H24Cl16 in total.

XYZ file:
```
53
Properties=species:S:1:pos:R:3:forces:R:3:nbo_charge:R:1
Cl 0.629 -1.205 -0.512 -0.495 0.355 0.749 0.0659
C 0.002 -0.570 1.035 -0.177 -0.215 0.789 -0.2007
Cl 0.858 0.884 1.544 0.158 0.461 -0.571 0.0434
Cl -1.755 -0.182 0.960 0.894 -0.541 -0.576 0.0442
Cl 0.317 -1.719 2.379 -0.334 -0.238 -0.691 0.0485
Cl 1.786 -4.028 -3.585 0.190 -0.065 0.089 -0.0521
C 1.318 -4.711 -2.010 -1.354 0.044 -0.135 -0.3886
C 2.452 -5.153 -1.177 2.265 1.151 -0.339 -0.4209
Cl 1.920 -5.475 0.435 -0.599 -0.889 1.150 -0.0264
H 0.618 -5.530 -2.175 0.046 0.045 -0.186 0.2193
H 0.781 -3.936 -1.464 -0.010 0.004 -0.160 0.2203
H 3.136 -4.323 -0.999 0.009 0.258 -0.458 0.2236
H 3.106 -5.910 -1.609 -0.550 -0.476 0.131 0.2261
Cl -1.820 0.749 4.098 0.034 -0.453 0.627 -0.0651
C -1.394 2.462 4.016 -0.553 0.539 -1.000 -0.3856
C -2.311 3.093 2.898 2.206 -0.055 1.151 -0.4178
Cl -3.910 3.313 3.536 -0.978 -0.043 0.011 -0.0246
H -0.331 2.523 3.785 -0.129 0.021 -0.310 0.2173
H -1.533 2.917 4.997 -0.288 -0.020 -0.170 0.2253
H -2.274 2.454 2.016 -0.300 0.112 0.132 0.2308
H -1.916 4.077 2.647 -0.050 -0.032 -0.092 0.2194
Cl -7.107 1.618 2.314 0.510 -1.123 -0.135 -0.0691
C -6.460 -0.034 1.859 -0.287 0.596 -1.352 -0.3839
C -5.030 -0.018 1.279 -0.773 0.245 -0.055 -0.3454
Cl -4.926 0.650 -0.476 -0.249 -0.573 1.601 -0.1117
H -7.112 -0.407 1.069 -0.092 0.324 -0.155 0.2240
H -6.640 -0.772 2.640 0.622 0.502 0.508 0.2329
H -4.731 -1.065 1.249 0.317 0.176 -0.262 0.2246
H -4.343 0.586 1.872 -0.091 -0.087 -0.081 0.2309
Cl -1.149 1.277 -3.743 0.130 0.331 0.926 -0.0752
C -1.286 1.831 -2.010 -1.248 -0.302 0.035 -0.3794
C -1.269 3.333 -1.904 0.623 0.084 -0.193 -0.3810
Cl -1.063 3.726 -0.184 0.002 0.190 0.427 -0.0733
H -0.578 1.387 -1.310 0.496 -0.102 -0.757 0.2290
H -2.262 1.483 -1.673 -0.001 -0.143 -0.131 0.2288
H -2.196 3.820 -2.206 0.257 -0.168 -0.296 0.2296
H -0.382 3.723 -2.404 -0.288 0.195 -0.130 0.2259
Cl 2.619 -0.852 -5.045 0.447 -0.670 -2.221 -0.0169
C 2.123 -0.221 -3.546 -0.317 0.767 1.548 -0.4403
C 2.915 1.046 -3.285 0.451 -0.298 -0.498 -0.3887
Cl 2.540 1.764 -1.732 -0.446 0.392 0.833 -0.0669
H 2.300 -1.044 -2.854 -0.193 0.492 0.421 0.2243
H 1.085 0.109 -3.581 -0.052 -0.620 0.048 0.2344
H 2.620 1.765 -4.050 0.281 0.017 0.026 0.2209
H 3.993 0.882 -3.287 -0.134 -0.057 -0.210 0.2257
Cl 5.159 -2.159 2.520 -0.275 0.251 -0.069 -0.0578
C 4.295 -0.675 2.014 -0.126 0.226 -1.564 -0.3830
C 4.770 -0.198 0.606 0.661 -0.197 1.409 -0.3905
Cl 4.287 -1.175 -0.813 0.088 0.136 0.600 -0.0621
H 4.559 0.134 2.696 -0.099 -0.197 0.126 0.2214
H 3.221 -0.856 2.007 0.148 -0.113 0.270 0.2228
H 5.855 -0.239 0.707 0.060 -0.037 -0.576 0.2200
H 4.515 0.851 0.461 -0.409 -0.200 -0.232 0.2276
```
Forces are in eV/Å.

As for the calculated total energy: -7872.792541 Ha. The calculation puts the orbital gap at 10.45 eV. Its structure (SMILES) is ClC(Cl)(Cl)Cl.ClCCCl.ClCCCl.ClCCCl.ClCCCl.ClCCCl.ClCCCl. Its highest occupied orbital energy is -0.38987 hartree.

***

DFT (ωB97M-V/def2-TZVPD) results for a structure of composition C13H24MgN3O.

XYZ file:
```
42
Properties=species:S:1:pos:R:3:forces:R:3:nbo_charge:R:1
Mg -14.997 3.429 -20.655 2.172 -1.785 -2.312 1.8276
C -12.584 2.019 -22.444 0.835 1.064 -0.798 -0.2455
O -13.798 2.549 -21.959 -1.852 0.864 1.861 -1.1098
H -12.551 2.165 -23.524 -0.577 -0.126 -0.397 0.1722
H -11.712 2.624 -22.195 0.048 0.036 0.776 0.1704
H -12.316 0.972 -22.303 -0.719 -0.114 0.725 0.1864
C -15.180 -2.102 -25.919 -0.093 2.276 -1.373 -0.6128
C -15.475 -0.645 -25.493 -0.404 -1.119 0.490 -0.3721
C -14.652 -0.248 -24.280 0.312 1.624 -1.286 -0.5460
C -15.135 -0.630 -23.016 -1.642 -1.738 3.943 0.3041
N -15.563 -1.007 -21.991 1.021 1.145 -2.309 -0.3517
H -15.691 -2.104 -26.882 -0.092 -1.029 -0.057 0.2225
H -15.623 -2.786 -25.196 0.471 -0.143 -0.223 0.2274
H -14.116 -2.156 -26.149 0.006 -0.773 0.393 0.2058
H -16.555 -0.677 -25.352 -0.038 0.628 0.670 0.2184
H -15.306 0.198 -26.163 0.187 -0.769 -0.889 0.2071
H -14.666 0.839 -24.359 0.263 0.263 0.697 0.2452
H -13.606 -0.531 -24.399 0.007 -0.227 -0.034 0.2502
C -12.197 4.167 -26.723 -0.239 -0.235 0.793 -0.6037
C -13.654 4.645 -26.567 -0.011 0.144 -1.634 -0.3872
C -14.107 5.610 -25.466 1.374 -0.564 0.123 -0.5240
C -15.514 5.531 -25.122 -2.588 -0.138 0.745 0.3062
N -16.620 5.428 -24.752 2.419 0.166 -0.730 -0.3506
H -11.512 4.856 -27.218 -0.225 0.294 0.239 0.2212
H -12.253 3.295 -27.375 0.151 -0.076 0.086 0.2255
H -11.767 3.857 -25.770 0.196 -0.086 0.026 0.1918
H -14.304 3.770 -26.542 0.007 0.003 -0.028 0.2068
H -13.770 5.125 -27.539 -0.920 0.033 -0.030 0.2197
H -13.783 6.631 -25.671 -0.178 0.018 0.127 0.2612
H -13.582 5.246 -24.582 0.103 0.367 0.412 0.2344
C -8.729 -0.367 -20.121 -0.689 0.273 -0.350 -0.6199
C -8.840 1.179 -20.093 0.140 -0.157 0.838 -0.3878
C -7.546 2.016 -19.982 1.361 -0.857 0.962 -0.5021
C -6.439 1.539 -19.084 2.410 -1.833 2.358 0.2702
N -5.537 1.224 -18.379 -3.345 1.180 -2.608 -0.3214
H -9.738 -0.771 -20.193 -0.211 0.064 0.102 0.2108
H -8.309 -0.836 -19.231 0.286 0.423 0.001 0.2307
H -8.248 -0.784 -21.006 0.412 0.334 0.034 0.2160
H -9.468 1.497 -19.260 0.108 -0.406 0.511 0.2001
H -9.458 1.569 -20.901 0.456 -0.194 -0.602 0.2014
H -7.717 2.955 -19.455 -0.439 0.539 -0.970 0.2515
H -6.995 2.081 -20.920 -0.484 0.630 -0.281 0.2497
```
Forces are in eV/Å.

As for the calculated total energy: -948.933271 Ha. As for the charge: +1. The calculation puts the orbital gap at 5.08 eV. Its highest occupied orbital energy is -0.47735 hartree.

***

DFT (ωB97M-V/def2-TZVPD) results for the molecule C13H24N2O3Si.

XYZ file:
```
43
Properties=species:S:1:pos:R:3:forces:R:3:nbo_charge:R:1
C 0.950 -4.360 -1.309 2.631 0.927 0.387 -0.2685
O -0.130 -3.601 -1.865 1.303 -1.722 0.690 -0.4040
N 0.135 -2.250 -1.818 -1.814 0.967 -1.429 -0.1171
C -0.862 -1.701 -2.454 1.704 -2.138 0.321 0.0293
C -1.004 -0.309 -2.620 -1.231 2.746 0.624 -0.0987
C -2.247 0.247 -2.699 -0.414 -2.356 -0.023 -0.1225
C -2.575 1.694 -2.707 0.736 0.629 -0.104 -0.4680
C -1.238 2.527 -2.657 -0.623 1.224 -0.137 -0.2203
N -0.182 1.866 -1.901 -0.265 -0.673 0.466 -0.4420
C 0.080 2.241 -0.636 1.010 2.894 1.680 0.8941
O -0.338 3.306 -0.176 -0.499 -1.201 -0.493 -0.6740
O 1.067 1.573 0.099 -1.972 -0.048 -2.640 -0.5370
C 1.338 2.216 1.315 2.868 -0.236 1.063 -0.0637
C 0.480 1.742 2.455 -0.401 0.199 0.330 -0.9111
Si 0.619 -0.079 2.715 -1.939 -0.774 -1.770 1.6667
C -0.901 -0.460 3.647 -0.798 1.230 0.502 -1.1301
C 0.601 -1.082 1.094 1.006 -0.131 0.871 -1.1035
C 2.105 -0.543 3.608 0.932 -0.357 -0.954 -1.1387
C 0.212 0.588 -2.411 1.031 -1.637 0.765 -0.2528
H 0.615 -5.175 -0.697 -0.802 -0.419 0.049 0.1901
H 1.724 -4.787 -2.036 -1.434 0.696 0.300 0.1755
H 1.604 -3.737 -0.605 -1.170 -0.420 -0.976 0.1943
H -1.552 -2.396 -2.933 -0.310 0.230 0.231 0.1956
H -3.148 -0.469 -2.688 1.472 1.065 -0.147 0.2077
H -3.308 1.905 -3.541 1.140 0.168 0.665 0.2351
H -3.103 1.951 -1.782 -0.153 -0.182 -0.037 0.2307
H -0.793 2.785 -3.610 -0.177 -0.573 -0.683 0.2004
H -1.415 3.542 -2.253 0.010 -0.801 0.299 0.2519
H 2.444 1.915 1.463 -1.549 0.503 0.183 0.1737
H 1.319 3.271 1.165 -0.023 0.748 0.000 0.2148
H 0.733 2.197 3.436 0.145 0.094 -0.636 0.2432
H -0.596 1.962 2.313 0.557 0.096 -0.237 0.2485
H -1.214 -1.451 3.510 -0.500 -1.503 -0.028 0.2337
H -0.513 -0.346 4.631 -0.027 -0.197 1.432 0.2249
H -1.788 0.204 3.620 0.584 -0.249 -0.429 0.2397
H 1.134 -2.041 1.171 0.059 0.165 0.295 0.2240
H -0.362 -1.367 0.714 -0.635 0.335 -0.248 0.2378
H 1.153 -0.483 0.387 -0.078 -0.259 -0.443 0.2458
H 2.843 -0.382 2.805 0.361 -0.063 0.508 0.2368
H 2.119 -1.596 3.848 0.061 -0.275 0.238 0.2466
H 2.311 0.077 4.443 0.398 0.455 0.878 0.2378
H 0.952 0.071 -1.681 -1.331 0.948 -1.297 0.2654
H 0.730 0.735 -3.360 0.137 -0.105 -0.065 0.2081
```
Forces are in eV/Å.

As for the calculated total energy: -1134.384367 Ha. The calculation puts the orbital gap at 9.27 eV. Its structure (SMILES) is CO/N=C/C1=CCCN(C(=O)OCC[Si](C)(C)C)C1. Its highest occupied orbital energy is -0.31491 hartree.

***

DFT (ωB97M-V/def2-TZVPD) results for the molecule C13H24O4.

XYZ file:
```
41
Properties=species:S:1:pos:R:3:forces:R:3:nbo_charge:R:1
C -1.610 -0.626 2.765 0.472 -0.567 -0.181 -0.7280
C -0.241 -1.364 3.146 -0.603 0.734 2.461 0.8064
O 0.257 -1.106 4.254 -0.687 -1.005 -3.582 -0.5747
O 0.272 -2.287 2.212 -0.058 2.521 1.037 -0.5394
C 1.707 -2.160 2.047 2.179 -1.185 -0.477 -0.0893
C 2.152 -1.965 0.506 -0.952 -0.065 0.304 -0.4203
C 1.151 -1.011 -0.325 1.169 0.227 -1.089 -0.4293
C 1.574 0.526 -0.269 1.315 -0.151 -1.341 -0.2340
C 2.948 0.960 -1.016 -2.422 -0.169 -0.993 -0.0670
O 2.865 2.411 -0.876 0.549 0.801 0.319 -0.5719
C 1.515 2.901 -0.597 -0.836 -2.362 1.067 -0.0575
C 0.635 1.603 -1.034 0.309 1.048 2.217 -0.2457
C -0.842 1.599 -0.420 0.247 1.140 -0.275 -0.4259
C -2.003 1.642 -1.515 0.610 0.285 -0.422 -0.3997
C -2.295 0.255 -2.255 -0.901 0.203 0.144 -0.4417
C -2.408 -1.016 -1.299 -0.395 -0.316 -1.014 -0.0815
O -3.755 -1.594 -1.449 0.896 0.095 0.843 -0.7352
H -2.283 -0.500 3.684 1.194 -0.447 -1.320 0.2524
H -2.148 -1.197 1.933 0.718 0.995 1.157 0.2216
H -1.314 0.428 2.441 -0.433 -1.467 0.215 0.2458
H 2.191 -1.356 2.683 -1.121 -0.834 -0.592 0.2070
H 2.160 -3.160 2.385 -0.605 1.488 -0.338 0.1930
H 3.214 -1.533 0.497 -1.518 -0.604 0.054 0.2155
H 2.200 -3.002 0.013 -0.154 1.583 0.670 0.2144
H 1.268 -1.340 -1.422 -0.385 0.504 1.464 0.2113
H 0.060 -1.148 -0.050 1.449 0.032 -0.115 0.2245
H 1.825 0.833 0.813 -1.046 -0.268 -1.378 0.2104
H 3.900 0.442 -0.682 -1.012 1.319 -0.011 0.1981
H 2.823 0.822 -2.153 0.366 -0.512 1.573 0.1643
H 1.378 2.973 0.543 0.242 0.231 -1.463 0.1573
H 1.225 3.903 -1.040 0.876 -1.346 0.006 0.2017
H 0.714 1.646 -2.166 -0.342 -0.924 1.297 0.2225
H -0.907 0.743 0.321 -0.212 0.980 -1.066 0.2073
H -0.937 2.565 0.200 0.059 -1.399 -0.770 0.2108
H -1.643 2.370 -2.332 -0.548 -0.940 1.196 0.2070
H -2.948 2.134 -1.086 1.273 -1.092 -0.495 0.2152
H -1.559 0.054 -3.107 -0.788 0.339 1.398 0.2108
H -3.320 0.369 -2.764 1.458 -0.300 0.719 0.2376
H -2.287 -0.798 -0.192 0.328 -0.067 -1.458 0.1681
H -1.686 -1.804 -1.702 -0.619 1.041 1.014 0.1749
H -3.850 -2.210 -0.694 -0.073 0.454 -0.773 0.4634
```
Forces are in eV/Å.

As for the calculated total energy: -810.562775 Ha. The calculation puts the orbital gap at 10.06 eV. Its structure (SMILES) is CC(=O)OCCC[C@H]1COC[C@@H]1CCCCO. Its highest occupied orbital energy is -0.34909 hartree.